[1]
This record from the OMol25 dataset describes a single C3H5NOS2 molecule in a non-equilibrium geometry. The level of theory is ωB97M-V with the def2-TZVPD basis set.

Summary:
- energy above the lowest of the compared OMol25 structures with the same formula, charge and spin (kcal/mol) = 87.0
- E_HOMO (eV) = -9.0
- Kohn-Sham gap (eV) = 9.18
- maximum force (eV/Å) = 5.384
- SMILES = C=NSCOC=S

The geometry in ORCA input format:
```
! RIJCOSX wB97M-V def2-TZVPD def2/J DEFGRID3
* xyz 0 1
C 1.3264 0.0179 -2.5247
N 1.1647 -0.2902 -1.3601
S -0.5233 -0.5589 -0.7268
C -0.0465 -0.8268 0.9620
O 0.0679 0.4597 1.7780
C -1.2680 0.9675 1.7714
S -1.6651 2.3076 2.4168
H 2.4944 -0.0180 -3.0273
H 0.3746 0.4371 -3.1213
H 0.9338 -1.1266 0.9372
H -0.8919 -1.4861 1.4143
H -1.9670 0.1168 1.4806
*
```

***

[2]
This record from the OMol25 dataset describes a molecular structure, C4H16B2CsO2S in a non-equilibrium geometry. The level of theory is ωB97M-V with the def2-TZVPD basis set.

Summary:
- energy above the lowest of the compared OMol25 structures with the same formula, charge and spin (kcal/mol) = 0.0
- E_HOMO (alpha / beta) (eV) = -8.9 / -8.7
- Kohn-Sham gap (alpha / beta) (eV) = 8.48 / 3.63
- maximum force (eV/Å) = 5.760

The geometry in ORCA input format:
```
! RIJCOSX wB97M-V def2-TZVPD def2/J DEFGRID3
* xyz 0 2
Cs 0.5461 -1.8807 -1.8740
B 2.3125 -1.5192 0.8384
H 3.1735 -1.4514 1.4851
H 2.3303 -0.6077 0.2613
H 2.3442 -2.3972 0.2119
H 1.4568 -1.6522 1.4821
B 3.4314 -0.7447 -3.4994
H 3.0854 0.2760 -3.4486
H 3.3064 -1.0775 -2.4806
H 2.9200 -1.3727 -4.2123
H 4.4724 -0.8168 -3.7741
C -1.6342 0.4958 2.2160
C -2.8929 0.0858 1.4156
C -3.2263 1.1673 0.3372
S -1.5371 1.4697 -0.3223
O -1.4175 2.9218 -0.5649
O -1.1879 0.4804 -1.3498
C -0.5988 1.1836 1.2774
H -1.1731 -0.3668 2.6971
H -1.9454 1.1268 3.0485
H -3.6737 -0.1094 2.1506
H -2.7499 -0.9049 0.9841
H -3.5847 2.0261 0.9047
H -3.8627 0.9835 -0.5285
H -0.1756 2.1222 1.6352
H 0.2809 0.5623 1.1093
*
```

***

[3]
This record from the OMol25 dataset describes 2 unconnected molecules or ions with the total composition C5H14 in a non-equilibrium geometry. The level of theory is ωB97M-V with the def2-TZVPD basis set.

Summary:
- energy above the lowest of the compared OMol25 structures with the same formula, charge and spin (kcal/mol) = 37.8
- E_HOMO (eV) = -11.0
- Kohn-Sham gap (eV) = 12.12
- maximum force (eV/Å) = 5.547
- SMILES = CCC.CC

The geometry in ORCA input format:
```
! RIJCOSX wB97M-V def2-TZVPD def2/J DEFGRID3
* xyz 0 1
C 1.4836 -2.2939 0.5751
C 1.4515 -1.5795 -0.7348
C 0.2616 -0.5811 -0.7963
H 1.1332 -1.5838 1.4595
H 2.2948 -2.7184 0.9521
H 0.7948 -3.1629 0.4335
H 2.4632 -1.0497 -0.8150
H 1.4862 -2.2581 -1.5494
H -0.6417 -1.0980 -0.2677
H 0.3878 0.4513 -0.3788
H 0.0308 -0.4844 -1.9118
C -1.0190 2.7388 0.3458
C -2.0128 1.5541 0.4567
H -1.4305 3.7103 0.5635
H -0.0608 2.7075 1.0035
H -0.6168 2.7968 -0.6211
H -1.8142 1.1431 1.5644
H -3.0865 1.8989 0.5980
H -1.9301 0.6171 -0.1093
*
```

***

[4]
This record from the OMol25 dataset describes a molecular structure, C51H49N8O3PSSiTi in a non-equilibrium geometry. The level of theory is ωB97M-V with the def2-TZVPD basis set.

Summary:
- energy above the lowest of the compared OMol25 structures with the same formula, charge and spin (kcal/mol) = 0.0
- E_HOMO (alpha / beta) (eV) = -4.9 / -4.8
- Kohn-Sham gap (alpha / beta) (eV) = 3.50 / 3.45
- maximum force (eV/Å) = 3.200

The geometry in ORCA input format:
```
! RIJCOSX wB97M-V def2-TZVPD def2/J DEFGRID3
* xyz 0 1
Ti -0.0741 0.2701 -0.3960
O 1.5638 2.9223 -3.5769
C 2.2948 1.9848 -4.2028
C 2.8869 2.3197 -5.4201
C 3.6586 1.4030 -6.1028
C 3.8538 0.1208 -5.5915
C 3.2650 -0.2253 -4.3949
C 2.4788 0.6890 -3.6840
C 1.8320 0.2823 -2.4340
O 1.0653 1.1105 -1.7931
N 2.0496 -0.9334 -1.9841
N 1.3578 -1.1949 -0.8446
C 1.6957 -2.3198 -0.3035
C 1.1840 -2.8176 0.9467
C 1.6032 -4.0663 1.4189
C 1.1251 -4.5308 2.6257
C 0.2076 -3.7524 3.3166
C -0.1568 -2.5331 2.7642
N 0.3305 -2.0518 1.6325
H 1.2288 2.5326 -2.7407
H 2.7168 3.3115 -5.8167
H 4.1100 1.6845 -7.0451
H 4.4507 -0.5977 -6.1366
H 3.3895 -1.2119 -3.9722
H 2.4510 -2.9069 -0.8200
H 2.3011 -4.6501 0.8327
H 1.4507 -5.4825 3.0241
H -0.2116 -4.0787 4.2576
H -0.8758 -1.9024 3.2773
N -1.8072 -0.0246 0.4092
P -0.2535 1.0525 2.8581
C -1.7035 1.5500 3.8331
C -1.7133 2.6543 4.6970
C -2.8729 3.0306 5.3517
C -4.0499 2.3160 5.1687
C -4.0578 1.2159 4.3234
C -2.9009 0.8394 3.6629
C 1.0358 1.5081 4.0926
C 1.3954 0.5678 5.0599
C 2.4050 0.8346 5.9707
C 3.0689 2.0524 5.9316
C 2.7231 2.9948 4.9753
C 1.7182 2.7232 4.0573
C -2.2731 -1.2730 0.2439
C -3.5004 -1.7523 0.7600
C -3.7999 -3.0881 0.6380
C -2.9069 -3.9337 -0.0232
C -1.7700 -3.3692 -0.5669
N -1.4455 -2.0867 -0.4508
H -2.4372 0.5727 0.9196
H -0.8026 3.2198 4.8449
H -2.8611 3.8913 6.0084
H -4.9554 2.6141 5.6799
H -4.9703 0.6511 4.1799
H -2.9092 -0.0399 3.0286
H 0.8727 -0.3827 5.0925
H 2.6749 0.0926 6.7118
H 3.8544 2.2635 6.6457
H 3.2401 3.9457 4.9419
H 1.4606 3.4617 3.3070
H -4.1795 -1.0644 1.2483
H -4.7202 -3.4819 1.0499
H -3.1047 -4.9907 -0.1239
H -1.0667 -3.9845 -1.1244
C -1.6290 4.2444 -1.6870
Si -1.5311 3.3839 0.0252
C -1.3761 4.7053 1.3959
C -3.2731 2.6979 0.3529
N -0.1978 2.2571 0.0973
C 1.0494 2.8453 0.2547
C 1.3353 4.1915 -0.0370
C 2.5491 4.7821 0.2669
C 3.5489 4.0537 0.8851
C 3.3287 2.7085 1.1385
C 2.1319 2.1115 0.7877
O 1.9103 0.7402 1.0213
C 3.0682 -0.0312 1.1179
C 3.2051 -0.8587 2.2193
C 4.2990 -1.7059 2.3154
C 5.2598 -1.7148 1.3172
C 5.1335 -0.8583 0.2312
C 4.0478 -0.0073 0.1313
H -2.6592 4.3149 -2.0435
H -1.0528 3.7002 -2.4385
H -1.2369 5.2621 -1.6580
H -1.5088 5.7100 0.9890
H -0.4033 4.6851 1.8875
H -2.1372 4.5653 2.1654
H -3.9520 3.5526 0.3161
H -3.3688 2.2676 1.3515
H -3.6288 1.9703 -0.3774
H 0.5810 4.7894 -0.5262
H 2.6994 5.8272 0.0289
H 4.4882 4.5127 1.1598
H 4.0941 2.1191 1.6239
H 2.4436 -0.8336 2.9856
H 4.3964 -2.3590 3.1729
H 6.1130 -2.3763 1.3885
H 5.8813 -0.8545 -0.5507
H 3.9544 0.6610 -0.7136
N -2.0467 -0.8837 -7.1829
C -2.5165 0.0242 -6.3076
S -3.6792 1.0952 -6.8045
C -2.0132 -0.0137 -4.9278
C -1.1385 -0.9936 -4.4509
C -0.7399 -0.9896 -3.1309
N -1.1135 -0.0590 -2.2448
C -1.9683 0.8710 -2.6919
C -2.4376 0.9244 -3.9825
H -2.3992 -0.8538 -8.1235
H -1.2614 -1.4775 -6.9811
H -0.7694 -1.7863 -5.0863
H -0.1124 -1.7857 -2.7636
H -2.2877 1.6027 -1.9652
H -3.1370 1.6902 -4.2828
*
```

***

[5]
This record from the OMol25 dataset describes a molecular structure, Cu2F2Zn in a non-equilibrium geometry. The level of theory is ωB97M-V with the def2-TZVPD basis set.

Summary:
- energy above the lowest of the compared OMol25 structures with the same formula, charge and spin (kcal/mol) = 17.3
- E_HOMO (alpha / beta) (eV) = -32.6 / -32.3
- Kohn-Sham gap (alpha / beta) (eV) = 11.49 / 7.57
- maximum force (eV/Å) = 2.572

The geometry in ORCA input format:
```
! RIJCOSX wB97M-V def2-TZVPD def2/J DEFGRID3
* xyz 4 3
Cu 29.8817 22.4094 5.9318
Cu 26.1138 22.5866 3.5901
Zn 27.9962 19.3147 5.3612
F 29.5265 20.3114 6.0346
F 27.4695 21.0280 4.2064
*
```

***

[6]
This record from the OMol25 dataset describes 2 unconnected molecules or ions with the total composition C6H9P in a non-equilibrium geometry. The level of theory is ωB97M-V with the def2-TZVPD basis set.

Summary:
- energy above the lowest of the compared OMol25 structures with the same formula, charge and spin (kcal/mol) = 108.7
- E_HOMO (eV) = -8.6
- Kohn-Sham gap (eV) = 9.60
- maximum force (eV/Å) = 4.906

The geometry in ORCA input format:
```
! RIJCOSX wB97M-V def2-TZVPD def2/J DEFGRID3
* xyz 0 1
C 2.4527 -0.9606 -0.8565
C -2.6222 -0.8216 0.0933
C 1.8747 -0.5712 0.3103
C -2.3392 0.3991 -0.3560
C 0.6406 0.1861 0.5564
C -0.2397 0.9840 -0.3978
P 0.6298 2.0723 0.7757
H 3.3976 -1.5058 -0.9539
H 2.0311 -0.9674 -1.8615
H -3.6306 -1.1682 -0.1838
H -1.8176 -1.4133 0.4480
H 2.4909 -0.4598 1.2156
H -2.9265 1.2571 -0.7422
H 0.1163 -0.2531 1.3935
H 0.1309 1.2345 -1.3383
H -0.1888 1.9879 1.8973
*
```

***

[7]
This record from the OMol25 dataset describes a molecular structure, C2H8NO in a non-equilibrium geometry. The level of theory is ωB97M-V with the def2-TZVPD basis set.

Summary:
- energy above the lowest of the compared OMol25 structures with the same formula, charge and spin (kcal/mol) = 26.8
- E_HOMO (eV) = -15.8
- Kohn-Sham gap (eV) = 11.71
- maximum force (eV/Å) = 2.936

The geometry in ORCA input format:
```
! RIJCOSX wB97M-V def2-TZVPD def2/J DEFGRID3
* xyz 1 1
N -2.1152 0.4208 0.4799
H -2.5121 -0.5188 0.5637
H -2.7249 1.0208 -0.0620
H -2.1435 0.8596 1.4075
H -0.9267 -0.0060 0.2295
O -0.2502 -0.1328 -0.9045
C 0.9723 -0.2106 -1.0279
C 1.9174 -0.2792 0.1792
H 1.3313 -0.3286 -2.0842
H 1.4956 0.3419 0.9548
H 2.8302 0.1297 -0.2456
H 2.1259 -1.2968 0.5097
*
```

***

[8]
This record from the OMol25 dataset describes a molecular structure, C6H14O in a non-equilibrium geometry. The level of theory is ωB97M-V with the def2-TZVPD basis set.

Summary:
- energy above the lowest of the compared OMol25 structures with the same formula, charge and spin (kcal/mol) = 131.6
- E_HOMO (eV) = -8.2
- Kohn-Sham gap (eV) = 7.53
- maximum force (eV/Å) = 4.420

The geometry in ORCA input format:
```
! RIJCOSX wB97M-V def2-TZVPD def2/J DEFGRID3
* xyz 0 1
C 1.6620 0.7225 -0.9932
C 0.5383 1.7024 -0.6333
C -0.3203 1.3006 0.5899
C -0.6180 -0.1365 0.7529
C -1.8041 -0.5503 0.0375
C 0.0014 -0.9436 1.8191
H 1.2236 -0.4477 -0.9986
H 2.0709 0.9113 -1.9891
H 2.5851 0.8391 -0.3562
H -0.2447 1.6271 -1.4504
H 0.8449 2.7074 -0.6256
H -1.3408 1.7121 0.4432
H 0.1178 1.7446 1.5697
H -2.3016 -1.3697 0.5255
H -2.4580 0.2151 -0.3693
H 0.3484 -1.8986 1.3150
H -0.7362 -1.3801 2.5225
H 0.7103 -0.3981 2.4643
H -0.6300 -0.7501 -0.4555
H 0.0378 -2.5807 -1.1717
O 0.3771 -1.6878 -1.3576
*
```

***

Which of these has the lowest maximum force?
Cu2F2Zn

***

Among the records above, which one has the highest energy above the lowest of the compared OMol25 structures with the same formula, charge and spin?
C6H14O